Below is a 18-piece molecular cluster, C92H188F24N10O24S8 overall at a distorted geometry, with properties calculated with the ωB97M-V functional and the def2-TZVPD basis.

Cartesian coordinates (Å):
S (6.806, 2.596, -0.965)
S (-0.835, 0.968, -5.450)
S (-0.185, 5.048, 1.531)
S (0.935, -1.331, 4.606)
S (-7.917, 0.325, 3.335)
S (-6.321, -1.626, -0.533)
S (-9.172, 3.234, -0.223)
S (1.839, -4.230, -1.705)
F (1.025, 6.534, -0.366)
F (2.527, -5.367, -3.925)
F (-4.239, -3.032, 0.466)
F (6.565, 3.120, -3.555)
F (-5.084, -1.520, 1.879)
F (2.710, -3.141, -3.940)
F (-8.371, 5.436, 1.220)
F (-7.936, 1.349, 5.881)
F (-6.009, -3.434, 1.504)
F (1.340, 0.739, -3.896)
F (-1.207, 6.666, -0.312)
F (1.312, -0.773, -5.531)
F (2.067, -2.967, 6.493)
F (1.023, -1.176, 7.266)
F (1.785, 1.384, -5.912)
F (6.768, 4.920, -2.243)
F (-9.837, 0.523, 5.286)
F (-9.223, 2.363, 4.499)
F (4.232, -4.360, -3.017)
F (3.047, -1.003, 6.303)
F (-6.823, 3.989, 0.778)
F (8.531, 3.688, -2.869)
F (-0.126, 4.813, -1.060)
F (-8.160, 3.599, 2.323)
O (0.445, -4.465, -2.059)
O (7.592, 1.357, -1.055)
O (-0.662, 6.159, 2.379)
O (-0.169, -2.250, 4.459)
O (7.216, 3.382, 0.238)
O (2.431, -5.199, -0.781)
O (0.560, 0.068, 4.696)
O (-1.173, 3.997, 1.389)
O (-0.834, 2.445, -5.370)
O (-8.933, 0.259, 2.216)
O (-7.658, -0.984, 3.832)
O (1.166, 4.587, 1.759)
O (-9.082, 1.814, 0.112)
O (-10.520, 3.736, -0.259)
O (-5.448, -0.482, -0.962)
O (-8.471, 3.532, -1.460)
O (-7.541, -1.113, 0.133)
O (2.009, -2.843, -1.271)
O (-1.225, 0.443, -6.764)
O (-6.739, 1.111, 3.004)
O (-1.508, 0.305, -4.334)
O (-6.594, -2.585, -1.585)
O (5.361, 2.357, -1.100)
O (1.895, -1.543, 3.503)
N (-3.914, -2.033, 6.061)
N (-4.168, 5.832, 4.525)
N (2.509, 5.484, -6.805)
N (-4.611, 2.647, -3.111)
N (-0.756, -8.032, 1.005)
N (4.504, -3.971, 2.384)
N (6.709, -1.933, -5.365)
N (-2.085, -3.951, -4.472)
N (4.808, 4.069, 3.631)
N (-0.104, 0.120, 0.435)
C (1.041, 0.507, -5.187)
C (-1.336, -5.323, -4.359)
C (0.078, -1.300, 0.940)
C (3.659, 4.951, -3.043)
C (4.360, 1.815, 4.379)
C (4.557, -3.453, 3.838)
C (7.848, -0.977, -5.848)
C (7.254, 3.703, -2.504)
C (-0.738, -7.544, -5.558)
C (-1.537, -7.905, -0.373)
C (-4.923, -3.078, 5.527)
C (-3.475, -1.067, 5.005)
C (1.850, -1.626, 6.302)
C (-1.997, -3.248, -3.097)
C (-4.566, 2.397, -1.610)
C (4.789, -0.190, -5.749)
C (4.421, -2.758, 1.368)
C (4.862, 6.537, 0.586)
C (-2.735, 5.545, 4.985)
C (-3.490, 1.025, 1.825)
C (2.605, 6.054, -9.151)
C (2.884, -4.282, -3.305)
C (0.765, 1.133, 1.260)
C (-1.716, -4.662, 2.803)
C (1.995, 1.642, 0.405)
C (3.128, -5.359, 3.830)
C (4.153, -4.648, 4.653)
C (-8.823, 1.183, 4.872)
C (-4.370, -3.178, -3.768)
C (5.509, -1.686, 1.577)
C (-0.937, -8.943, -1.397)
C (-8.097, 4.137, 1.125)
C (-0.075, 5.851, -0.208)
C (8.828, -5.365, -5.369)
C (-6.639, 5.101, 4.649)
C (-3.806, 3.592, -1.042)
C (-1.351, -2.995, -5.475)
C (-4.072, 5.739, 2.946)
C (0.471, 0.282, -1.019)
C (-7.038, 6.452, 5.203)
C (-4.597, 1.384, -3.936)
C (5.033, -0.306, 1.030)
C (-2.113, 0.336, 1.799)
C (-1.449, -6.144, -5.675)
C (5.431, 5.944, 1.904)
C (2.871, 7.285, -8.395)
C (-6.103, 7.570, 4.698)
C (1.169, 4.769, -6.601)
C (-4.590, -1.312, 7.275)
C (6.487, -1.854, -3.915)
C (-4.642, 7.197, 5.030)
C (1.896, 0.958, -0.884)
C (2.860, 5.439, -4.217)
C (0.754, -7.773, 0.805)
C (4.635, -0.117, -4.245)
C (4.342, 5.100, 2.567)
C (7.019, -3.468, -5.603)
C (3.681, 3.139, 4.041)
C (-3.347, 4.490, -2.137)
C (-3.773, -0.200, 7.858)
C (5.905, -0.446, -3.561)
C (-2.910, -3.973, 7.556)
C (1.341, -8.705, -0.229)
C (-1.267, -6.957, 2.058)
C (-3.249, -2.397, -3.052)
C (3.377, 5.054, -5.587)
C (5.713, -4.887, 1.995)
C (-4.694, 0.047, -6.101)
C (5.811, 1.865, 3.770)
C (-2.643, -2.807, 6.552)
C (-2.278, 4.020, 5.214)
C (-1.593, 0.473, 0.393)
C (-5.149, 4.782, 5.086)
C (-3.383, 0.828, 6.760)
C (-3.650, -4.020, -4.829)
C (5.425, 4.784, 4.827)
C (0.604, -8.717, -1.566)
C (-1.020, -9.527, 1.553)
C (3.049, 4.987, -8.141)
C (-4.601, 1.494, -5.444)
C (-1.437, -5.470, 1.566)
C (-1.729, -4.645, 8.248)
C (3.123, -4.710, 2.452)
C (-3.485, 3.609, -3.406)
C (-0.714, 3.961, 5.400)
C (5.470, -1.500, -6.245)
C (5.846, 3.105, 2.941)
C (8.470, -3.919, -5.051)
C (-2.644, 0.133, 5.603)
C (-6.008, 3.334, -3.406)
C (-5.324, -2.422, 0.940)
C (2.306, 7.019, -7.052)
H (0.377, -0.680, -1.523)
H (-0.681, -9.619, 2.585)
H (-4.260, 1.410, 6.475)
H (-4.728, 0.061, -7.190)
H (6.300, 5.404, 1.528)
H (-0.724, -4.611, 3.252)
H (-1.813, -5.817, -3.513)
H (3.670, 3.862, -3.016)
H (-3.931, 0.790, 2.794)
H (-4.971, 5.844, 2.340)
H (6.610, 0.386, -3.584)
H (-7.236, 4.301, 5.087)
H (5.633, 4.069, 5.623)
H (-1.719, -0.246, 6.038)
H (9.323, -3.299, -5.329)
H (6.829, 3.523, 2.722)
H (-0.669, -1.967, 0.511)
H (6.597, 1.964, 4.519)
H (2.639, 0.190, -1.094)
H (3.799, 6.706, 0.754)
H (4.674, 5.341, -3.123)
H (2.947, 2.969, 3.254)
H (-2.498, -6.251, -5.949)
H (4.304, 0.208, 1.656)
H (4.416, 0.922, -4.000)
H (1.551, 6.180, -9.399)
H (-2.063, 6.011, 4.265)
H (5.582, -3.158, 4.063)
H (-2.387, -5.082, 3.553)
H (-2.245, -5.570, 0.842)
H (-5.451, -0.878, 6.765)
H (-0.446, 2.904, 5.404)
H (3.203, 5.321, -2.125)
H (3.954, 7.408, -8.397)
H (-3.651, 4.799, 2.590)
H (-5.430, 0.740, -3.652)
H (1.078, -1.564, 0.595)
H (-6.745, 2.589, -3.105)
H (-4.476, 4.176, -0.411)
H (6.145, 1.022, 3.166)
H (-3.564, -2.160, -2.036)
H (4.689, -0.416, 0.002)
H (1.250, 3.749, -6.225)
H (7.535, 0.068, -5.833)
H (4.989, -5.317, 4.856)
H (3.784, -0.155, -6.169)
H (2.299, 8.125, -8.788)
H (2.736, 6.519, -4.135)
H (2.178, -5.285, 4.358)
H (-1.466, -3.275, -6.522)
H (-5.026, 4.665, 6.162)
H (-1.420, 0.706, 2.554)
H (-1.837, -2.027, -5.345)
H (4.867, -2.407, -6.289)
H (-3.958, 5.377, -2.308)
H (4.748, 5.826, -0.232)
H (-0.280, -5.166, -4.140)
H (6.636, -4.313, 1.903)
H (-2.242, 0.827, 4.865)
H (8.255, -1.381, -6.775)
H (-1.419, -8.737, -2.353)
H (-6.022, 3.625, -4.457)
H (-0.422, -10.182, 0.919)
H (-0.060, -1.325, 2.021)
H (-6.306, 7.708, 3.636)
H (2.344, -3.977, 2.242)
H (-2.288, -7.226, 2.329)
H (-1.891, -4.063, -2.381)
H (1.238, 7.234, -7.041)
H (3.135, 6.079, -10.103)
H (-3.880, -0.591, -5.757)
H (3.577, 3.991, -5.718)
H (6.378, 5.091, 4.399)
H (-1.920, -3.604, 2.638)
H (-0.506, -5.019, 1.220)
H (-2.028, -5.383, 8.992)
H (3.808, -0.717, -3.865)
H (-3.678, 1.945, -5.805)
H (5.255, 7.509, 0.286)
H (5.765, 6.713, 2.601)
H (-1.016, -5.652, -6.545)
H (4.322, 5.585, -5.703)
H (5.852, -1.395, -7.260)
H (6.162, -3.992, -5.180)
H (-5.327, 2.232, -5.785)
H (8.091, -6.106, -5.058)
H (-4.116, 0.664, 1.009)
H (-1.059, -3.914, 8.700)
H (-2.605, 6.112, 5.906)
H (7.430, -2.068, -3.413)
H (-2.143, -3.233, 5.682)
H (-2.612, 1.382, 7.296)
H (-3.760, 0.876, -3.457)
H (-2.450, 3.410, 4.327)
H (-5.703, -2.466, 5.076)
H (-3.788, -3.593, -5.822)
H (-7.055, 6.488, 6.292)
H (0.615, 5.275, -5.810)
H (3.939, 4.472, 1.773)
H (1.282, -7.648, 1.751)
H (-5.458, 2.266, -0.999)
H (3.327, -6.430, 3.863)
H (1.926, 2.718, 0.250)
H (-6.174, 4.224, -2.800)
H (0.653, 4.692, -7.559)
H (-2.296, 4.774, -2.081)
H (-3.046, -1.421, -3.494)
H (5.768, -5.718, 2.697)
H (3.084, -5.320, 1.549)
H (-3.515, -3.486, 8.321)
H (1.391, -9.740, 0.110)
H (0.122, 1.966, 1.543)
H (5.863, 0.384, 0.883)
H (-5.333, -3.665, 6.349)
H (-4.776, -3.856, -3.017)
H (0.720, -7.737, -2.029)
H (-4.013, -5.041, -4.950)
H (0.929, -9.452, -2.302)
H (5.733, -2.586, -3.624)
H (-4.321, 0.226, 8.698)
H (-1.281, -6.926, -0.778)
H (-2.908, -0.559, 8.416)
H (-0.182, 0.934, -1.599)
H (0.935, 0.697, 2.244)
H (-1.315, -8.177, -4.883)
H (4.361, -3.253, 0.399)
H (-2.926, 3.165, -0.561)
H (-0.592, -7.056, 2.909)
H (-5.561, -0.496, -5.726)
H (-1.933, -0.297, -0.299)
H (-3.938, 7.920, 4.618)
H (2.895, 1.573, 1.016)
H (4.221, 1.568, 5.431)
H (6.984, -3.622, -6.681)
H (-2.619, -7.876, -0.245)
H (-4.284, -0.696, 4.376)
H (-1.627, 1.452, -0.086)
H (4.811, 5.612, 5.180)
H (2.094, 1.720, -1.638)
H (3.448, -2.272, 1.434)
H (-2.081, -9.715, 1.388)
H (-2.806, -1.637, 4.361)
H (3.820, 0.988, 3.919)
H (8.638, -1.157, -5.119)
H (2.360, -8.439, -0.511)
H (-2.582, 3.012, -3.535)
H (-0.598, -8.083, -6.495)
H (-2.313, -0.687, 2.120)
H (-4.531, 7.088, 6.109)
H (4.124, 4.850, -8.029)
H (-5.206, -2.592, -4.151)
H (-0.314, -2.820, -5.188)
H (-8.071, 6.639, 4.907)
H (5.687, -0.493, -2.494)
H (5.535, 2.905, 1.916)
H (3.546, 5.713, 2.991)
H (5.323, -5.297, 1.064)
H (-6.702, 5.068, 3.562)
H (-2.775, 3.587, 6.081)
H (5.317, 0.657, -6.187)
H (-1.916, -2.064, 6.880)
H (-4.397, -3.547, 4.696)
H (1.882, 4.961, -4.161)
H (3.750, -4.350, 5.621)
H (-0.328, 4.496, 6.267)
H (-6.401, 8.509, 5.164)
H (-3.550, -4.703, 7.061)
H (9.833, -5.562, -4.997)
H (-4.934, -2.117, 7.924)
H (2.646, 3.993, -8.331)
H (-0.127, 4.154, 4.502)
H (2.660, 7.547, -6.166)
H (0.295, -7.435, -5.229)
H (8.943, -5.408, -6.452)
H (-1.137, -5.187, 7.511)
H (-3.928, 1.529, -1.446)
H (-1.077, -2.663, -3.092)
H (-1.298, -9.945, -1.167)
H (-3.421, 6.602, 2.804)
H (-4.804, 3.825, 4.693)
H (-3.365, 2.082, 1.588)
H (6.396, -2.068, 1.072)
H (3.136, 3.569, 4.881)
H (0.739, -6.761, 0.400)
H (3.926, -2.569, 3.927)
H (8.507, -3.775, -3.971)
H (-3.740, 4.252, -4.248)
H (5.712, -1.522, 2.635)

Cartesian forces, eV/Å:
1.0 -0.7 2.2
-0.9 0.6 -0.9
-1.3 2.2 0.4
0.8 1.1 -2.0
-4.1 0.6 -4.5
-3.2 4.2 1.2
-0.8 -3.3 -0.7
-0.2 1.9 1.6
0.3 0.6 -0.7
0.0 -0.5 -1.7
2.0 0.2 0.0
0.3 1.0 0.5
0.8 -0.3 -0.1
-0.2 -0.3 -1.1
0.1 0.8 0.1
0.3 0.0 0.7
-0.3 0.2 0.3
0.3 -0.7 -0.4
2.0 -1.1 -0.8
0.3 1.0 0.4
-0.1 1.2 0.1
1.2 -0.3 -0.4
0.2 -1.0 0.1
0.7 -0.2 -0.8
-1.6 -1.4 1.0
-0.5 1.9 -0.2
-1.0 -0.1 -0.3
-1.1 -0.4 0.4
1.5 0.5 -0.7
-0.5 0.7 0.5
0.0 0.8 -0.8
-0.8 -0.1 0.8
0.8 -0.9 -0.5
-0.5 1.0 -0.8
0.9 -1.1 -0.8
-0.3 -0.5 1.2
-0.9 -0.5 -2.2
-0.1 -0.1 -0.8
0.1 -0.2 0.7
0.0 -0.4 -0.3
0.6 -1.6 0.1
2.2 0.9 3.9
1.3 -2.1 2.0
0.6 -0.2 0.2
0.4 2.1 0.2
0.0 1.1 1.1
0.4 -2.0 0.4
1.4 1.1 -0.3
2.8 -1.7 -0.8
0.6 -0.5 -0.3
1.1 0.3 1.3
0.4 0.5 1.1
0.8 0.1 -0.2
1.3 -0.9 0.3
0.9 0.8 -0.2
0.5 -0.3 1.4
0.6 -1.5 1.9
-1.0 -1.7 -1.0
-1.2 -1.0 0.5
-3.3 1.4 -0.4
-0.9 -0.6 0.9
-0.5 1.7 0.5
0.4 -0.4 -2.2
1.0 0.0 -0.7
0.3 0.4 -1.2
1.4 1.0 -1.2
-2.2 1.1 -0.2
-0.9 0.4 -1.8
0.3 0.9 -0.4
0.5 -0.1 -0.2
0.2 -1.0 -0.4
1.5 -0.1 -0.6
0.1 -2.0 1.5
-1.1 -2.2 0.9
-0.4 0.8 0.1
2.2 -0.2 -0.2
0.6 2.3 -0.5
1.3 1.0 -0.3
-1.0 -0.6 -1.4
-0.4 -0.3 -1.0
1.5 0.1 0.3
-0.3 -1.3 -0.7
-0.3 -0.6 0.8
-1.8 0.2 0.9
0.3 -0.7 0.5
0.7 -0.1 0.0
-0.1 -0.3 -0.6
0.3 0.4 3.6
-0.7 0.4 0.2
0.8 0.6 0.8
-1.4 0.5 2.7
-1.3 -0.9 0.1
0.4 0.3 0.9
2.8 -0.7 -3.0
0.9 -0.9 0.7
-0.7 0.0 -0.4
-0.6 1.1 0.6
-1.5 -1.6 -1.3
-2.5 -1.0 2.9
0.1 0.6 -1.0
2.0 -0.3 1.1
-0.2 0.1 0.8
-1.2 0.0 0.7
0.0 1.0 1.0
0.2 0.7 0.7
-0.3 0.5 -0.3
0.3 -0.8 1.2
0.9 -0.6 -0.7
-1.7 0.4 -0.2
0.3 -0.7 0.1
0.3 0.3 -0.7
0.9 1.5 0.3
-0.4 -1.1 0.0
-0.2 0.3 0.2
-0.3 -0.5 -1.8
-1.0 2.4 0.6
0.0 -0.1 -0.6
-0.1 -1.8 -2.1
-1.7 -0.4 -0.6
-1.3 0.9 -1.2
-0.1 0.7 -0.5
0.5 -1.0 -0.4
2.0 1.2 -0.6
0.2 -0.1 0.1
0.2 -0.3 -2.3
0.2 -0.2 0.0
1.1 -1.0 1.9
-1.0 1.5 0.2
0.5 -1.1 -0.8
0.0 -0.1 -1.2
-0.5 0.6 0.3
1.2 1.3 -0.8
-2.5 0.4 0.1
-0.5 0.8 1.0
0.2 0.1 1.3
0.3 -0.6 -0.3
0.9 1.8 -0.6
2.2 -1.2 0.4
-0.6 -0.1 -1.3
0.7 -0.8 1.0
0.7 0.6 -0.4
0.5 -0.9 -1.2
-2.0 0.2 0.2
0.5 2.0 -1.1
-0.5 -0.6 -0.1
1.2 -0.5 -0.7
0.2 -1.9 0.2
0.5 0.2 -0.9
1.3 -0.1 -1.2
-0.1 0.1 0.7
-0.7 -0.8 -0.5
0.5 -0.5 0.8
-0.8 0.5 -0.5
-1.4 0.3 0.9
-0.6 -1.0 0.8
1.0 -0.4 0.5
-2.9 -0.2 -1.5
-0.5 -0.9 1.9
0.6 -0.1 0.2
-0.2 0.3 -0.1
0.2 0.1 -0.1
0.1 0.2 0.2
0.1 -0.5 0.7
0.0 0.1 0.7
0.0 -0.2 -0.1
0.2 0.0 0.2
-0.6 0.6 -0.3
-0.5 0.3 0.9
0.3 -0.2 -0.4
-0.1 0.0 -0.3
-0.2 0.0 -0.1
0.0 -0.3 0.0
-0.4 0.3 -0.9
-0.1 0.5 0.8
0.0 0.2 -0.4
-0.2 -0.1 0.5
0.2 -0.1 0.4
-0.3 0.5 0.2
0.0 -0.2 0.3
0.3 0.6 -0.4
0.0 -0.3 0.1
-0.2 -0.5 0.0
-0.3 0.0 0.2
-0.3 -1.4 0.1
-0.1 -0.2 -0.2
0.0 0.1 -0.1
-0.3 0.0 -0.3
0.2 0.9 -0.2
-0.4 0.0 0.3
-0.2 -0.4 1.1
0.1 -0.1 0.0
0.0 0.8 0.3
0.5 0.1 0.7
-0.4 0.5 0.4
-0.1 -0.4 0.4
-0.2 0.2 -0.2
0.4 -0.3 0.6
-0.5 -0.1 0.0
0.0 -0.1 0.1
-0.5 0.0 0.1
0.7 0.0 -0.1
-0.1 -0.4 -0.2
0.2 0.2 0.0
0.1 -0.1 -0.4
0.7 0.3 -0.3
-0.1 0.1 -0.2
-0.3 0.3 -0.5
0.0 -0.4 0.3
0.0 0.7 0.1
0.0 0.5 -0.1
-0.1 0.0 -0.1
-0.5 0.3 0.4
0.0 0.0 0.4
1.0 -0.2 0.0
-0.3 0.5 0.2
-0.3 0.0 0.1
-0.7 -0.1 -0.4
-0.5 0.4 -0.2
0.0 0.2 -0.1
-0.1 -0.3 0.1
-0.2 0.1 0.2
0.4 0.1 -0.2
0.5 0.0 -0.2
0.2 0.4 0.7
0.2 -0.5 0.2
-0.3 0.3 0.2
-0.1 -0.5 -0.1
0.1 -0.5 0.1
0.5 0.4 -0.2
-0.3 0.0 0.1
0.0 0.5 0.5
-0.5 -0.2 -0.3
-0.2 -0.4 -0.9
-0.2 0.3 0.0
-0.1 -0.2 -0.2
0.4 -0.1 0.1
0.4 -0.4 0.0
0.1 0.2 -0.2
0.2 0.5 0.3
0.3 -0.1 -0.4
0.2 0.1 0.1
0.3 -0.1 0.3
-0.6 -0.6 -0.1
0.2 0.1 0.2
-0.2 -0.4 0.2
-0.1 0.0 0.2
-0.1 -0.2 0.2
-0.2 0.2 0.0
-0.4 0.2 -0.4
-0.3 0.9 -0.4
0.5 -0.3 -0.9
-0.5 0.1 0.0
-0.4 -0.1 0.0
0.5 0.2 0.0
0.2 -0.3 0.2
-0.2 0.3 -0.5
-0.4 0.0 0.2
-0.3 -0.8 0.2
-0.7 -0.3 -1.2
0.1 -0.1 -0.6
-0.5 0.0 0.2
0.3 -0.2 0.2
-0.2 0.5 0.2
-0.2 0.2 0.2
0.0 -0.1 -0.3
0.2 0.3 0.2
0.1 -0.6 0.2
-0.2 -0.4 0.3
0.1 0.0 0.4
-0.2 0.2 -0.6
0.3 -0.1 0.3
0.4 -0.2 -0.4
-0.3 0.1 -0.1
0.0 0.2 -0.1
0.4 -0.1 0.6
0.5 -0.1 0.4
0.1 -0.1 -0.2
-0.5 0.4 -0.4
0.2 0.2 0.3
0.5 -0.3 -0.5
-0.2 0.2 0.4
0.7 -0.5 -0.3
0.3 -0.1 0.1
0.6 0.2 -0.2
-0.2 0.6 0.7
-0.1 0.0 0.0
-0.4 0.3 -0.1
-0.8 0.2 0.0
0.1 0.1 0.2
0.2 -0.6 -0.4
0.8 0.2 0.2
0.1 0.1 -0.1
0.1 -0.6 0.5
-0.6 -0.2 0.4
-0.4 0.1 0.5
0.0 -0.2 -0.2
-0.5 -0.3 -0.4
-0.2 -0.3 0.8
0.1 0.0 0.4
0.0 0.0 -0.1
-0.2 0.1 -0.3
0.1 0.5 0.1
0.2 0.3 0.6
-0.1 0.0 -0.4
-0.6 0.2 -0.2
0.3 -0.4 -0.5
0.1 0.3 0.0
0.1 0.5 -0.3
0.3 0.1 0.0
0.0 -0.6 0.1
0.0 0.2 -0.1
0.1 0.0 0.2
-0.8 0.2 0.1
0.0 -0.1 0.1
0.7 0.0 -0.3
-0.2 -0.1 0.1
0.0 0.0 -0.1
0.2 0.1 0.3
-0.3 -0.1 0.5
-0.2 -0.6 0.4
-0.3 0.3 0.4
0.1 0.1 -0.1
0.0 -0.1 -0.1
0.5 0.1 0.2
0.1 -0.1 0.1
-0.2 -0.3 0.3
0.1 0.3 0.2
-0.1 0.1 0.1
-0.4 1.2 -0.2
0.6 0.0 -0.3
-0.1 0.2 0.5
-0.2 -0.4 -0.2
0.1 -0.1 -0.1
-0.4 -0.3 -0.3
-0.1 -0.1 0.1
0.6 -0.2 0.2
0.2 -0.4 -0.8
-0.2 0.0 -0.3
-0.1 0.3 0.7
0.3 0.5 0.1
0.2 0.1 0.0
0.2 0.1 -0.2
-0.3 -0.3 -0.2
-0.5 -0.2 0.2
0.2 -0.6 -0.3
0.1 -0.4 0.0

Summary:
Orbital gap ... 4.56 eV
E_LUMO ... -0.1287 hartree
E_HOMO ... -8.1 eV
Net charge ... +2